Molecular formula: C2H3FIr
Method: DFT, ωB97M-V/def2-TZVPD

Its total energy is -7648.6524 eV. The expectation value of S² is 8.760.

Geometry as ORCA input:
```
! RIJCOSX wB97M-V def2-TZVPD def2/J DEFGRID3
* xyz 2 6
C 0.330 -0.617 -0.353
C 0.977 0.534 -0.413
H 0.211 -1.474 -1.026
H 1.219 1.130 0.475
H 1.258 0.959 -1.388
F -2.425 -0.370 2.095
Ir -1.570 -0.161 0.610
*
```

=====

Molecular formula: C2H3FNO2
Method: DFT, ωB97M-V/def2-TZVPD

The energy above the lowest of the compared OMol25 structures with the same formula, charge and spin is 19.70 kcal/mol.

Geometry as ORCA input:
```
! RIJCOSX wB97M-V def2-TZVPD def2/J DEFGRID3
* xyz -1 1
C -0.203 -0.936 -1.430
C 0.594 0.988 1.252
N -0.402 1.112 0.449
O -1.070 -0.541 -2.137
O 0.951 -0.836 -1.136
F -0.866 -2.045 -0.471
H 0.979 1.889 1.582
H 0.968 0.104 1.813
H -0.952 0.265 0.079
*
```

=====

Molecular formula: C2H3FNP
Method: DFT, ωB97M-V/def2-TZVPD

The energy above the lowest of the compared OMol25 structures with the same formula, charge and spin is 32.31 kcal/mol.

Geometry as ORCA input:
```
! RIJCOSX wB97M-V def2-TZVPD def2/J DEFGRID3
* xyz 0 1
C -0.309 0.506 -0.094
C 0.375 -0.619 0.257
N -1.134 1.363 -0.360
F 2.702 0.591 0.732
P 2.121 0.021 -0.716
H 0.755 -0.624 1.265
H -0.169 -1.577 -0.091
H -1.166 2.318 -0.721
*
```

=====

Molecular formula: C2H3FNP
Method: DFT, ωB97M-V/def2-TZVPD

The energy above the lowest of the compared OMol25 structures with the same formula, charge and spin is 26.82 kcal/mol.

Geometry as ORCA input:
```
! RIJCOSX wB97M-V def2-TZVPD def2/J DEFGRID3
* xyz 0 1
C -0.241 -0.470 0.270
C -0.173 0.972 0.223
N -1.112 -1.335 0.108
F 2.059 0.003 -0.996
P 1.506 0.211 0.503
H -0.617 1.334 -1.121
H -0.583 1.659 0.967
H -0.840 -2.372 0.046
*
```

=====

Molecular formula: C2H3FO
Method: DFT, ωB97M-V/def2-TZVPD

The energy above the lowest of the compared OMol25 structures with the same formula, charge and spin is 30.56 kcal/mol.

Geometry as ORCA input:
```
! RIJCOSX wB97M-V def2-TZVPD def2/J DEFGRID3
* xyz 0 1
C -2.468 -0.561 -1.750
C 0.850 0.341 0.702
O -2.016 -1.544 -1.956
F 1.872 1.288 0.659
H 0.860 -0.166 -0.273
H 0.968 -0.272 1.676
H -0.066 0.914 0.942
*
```

=====

Molecular formula: C2H3FO2
Method: DFT, ωB97M-V/def2-TZVPD

The energy above the lowest of the compared OMol25 structures with the same formula, charge and spin is 159.67 kcal/mol.

Geometry as ORCA input:
```
! RIJCOSX wB97M-V def2-TZVPD def2/J DEFGRID3
* xyz 0 1
C 0.848 -0.277 -0.079
C -0.582 -0.399 -0.044
O 1.605 1.543 0.213
O -1.251 0.789 -0.233
F 1.728 -1.192 0.055
H -0.922 -1.147 -0.782
H -0.821 -0.829 0.959
H -0.605 1.513 -0.088
*
```

=====

Molecular formula: C2H3FO2S
Method: DFT, ωB97M-V/def2-TZVPD

The energy above the lowest of the compared OMol25 structures with the same formula, charge and spin is 20.98 kcal/mol. The SMILES is CC(=O)OSF.

Geometry as ORCA input:
```
! RIJCOSX wB97M-V def2-TZVPD def2/J DEFGRID3
* xyz 0 1
C 0.040 0.488 0.137
C 1.379 -0.077 -0.006
O -0.341 1.582 0.201
O -0.768 -0.580 0.340
F -2.974 -0.487 -1.034
S -2.422 -0.290 0.466
H 2.002 0.357 -0.885
H 1.234 -1.113 -0.144
H 1.849 0.119 0.924
*
```

=====

Molecular formula: C2H3FO3S
Method: DFT, ωB97M-V/def2-TZVPD

The energy above the lowest of the compared OMol25 structures with the same formula, charge and spin is 58.72 kcal/mol. The SMILES is C=S(=O)=O.O=CF.

Geometry as ORCA input:
```
! RIJCOSX wB97M-V def2-TZVPD def2/J DEFGRID3
* xyz 0 1
C -1.222 -0.453 1.380
C 1.702 0.080 -0.715
O -0.646 -0.708 -1.218
O -2.111 1.197 -0.498
O 1.038 0.905 -0.173
F 1.997 0.267 -2.045
S -1.202 0.090 -0.186
H -0.221 -0.856 1.570
H -1.476 0.352 2.152
H 2.140 -0.874 -0.267
*
```

=====

Molecular formula: C2H3FORb
Method: DFT, ωB97M-V/def2-TZVPD

The energy above the lowest of the compared OMol25 structures with the same formula, charge and spin is 0.00 kcal/mol. The expectation value of S² is 0.768.

Geometry as ORCA input:
```
! RIJCOSX wB97M-V def2-TZVPD def2/J DEFGRID3
* xyz 0 2
H -0.675 -1.535 0.159
O -0.239 1.073 -0.006
C -1.353 0.532 -0.046
C -1.534 -0.879 -0.001
H -2.256 1.167 -0.073
H -2.530 -1.307 -0.113
F 5.374 -0.212 -0.019
Rb 3.213 1.160 0.100
*
```

=====

Molecular formula: C2H3FORh
Method: DFT, ωB97M-V/def2-TZVPD

Its total energy is -9849.3887 eV. The expectation value of S² is 6.006.

Geometry as ORCA input:
```
! RIJCOSX wB97M-V def2-TZVPD def2/J DEFGRID3
* xyz 3 5
H 0.913 -0.333 -1.397
C -1.139 0.205 0.167
C -0.055 -0.562 0.291
O 1.087 -0.205 -0.421
H -2.082 -0.037 0.656
F -1.068 1.445 -0.313
H -0.043 -1.519 0.806
Rh 2.388 1.005 0.210
*
```

=====

Molecular formula: C2H3Hg
Method: DFT, ωB97M-V/def2-TZVPD

The energy above the lowest of the compared OMol25 structures with the same formula, charge and spin is 0.22 kcal/mol. The expectation value of S² is 0.768.

Geometry as ORCA input:
```
! RIJCOSX wB97M-V def2-TZVPD def2/J DEFGRID3
* xyz 0 2
H 1.511 -2.062 1.688
C -0.662 0.349 0.657
C -0.356 0.803 -0.427
H -1.121 -0.182 1.476
H 0.031 1.371 -1.259
Hg 1.365 -1.467 -0.232
*
```

=====

Molecular formula: C2H3I2NO
Method: DFT, ωB97M-V/def2-TZVPD

The energy above the lowest of the compared OMol25 structures with the same formula, charge and spin is 51.30 kcal/mol. The expectation value of S² is 2.013.

Geometry as ORCA input:
```
! RIJCOSX wB97M-V def2-TZVPD def2/J DEFGRID3
* xyz 0 3
C -0.452 -1.585 3.157
C 0.042 -0.159 0.048
N -0.493 -1.035 2.100
O -0.774 -1.048 0.826
I 1.944 -0.121 4.770
I -1.396 -3.011 4.295
H 0.904 -0.500 -0.360
H 0.369 0.738 0.576
H -0.531 0.295 -0.768
*
```

=====

Molecular formula: C2H3I2NO2
Method: DFT, ωB97M-V/def2-TZVPD

The energy above the lowest of the compared OMol25 structures with the same formula, charge and spin is 0.00 kcal/mol. The SMILES is N=C=O.O=CI.I.

Geometry as ORCA input:
```
! RIJCOSX wB97M-V def2-TZVPD def2/J DEFGRID3
* xyz 0 1
C 1.505 2.344 -0.255
C -0.689 -2.001 -0.736
N 1.624 1.245 -0.704
O 1.368 3.478 -0.101
O 0.110 -1.386 -0.154
I -0.689 0.684 2.260
I -1.991 -1.287 -2.193
H -0.864 -3.082 -0.613
H 1.431 0.449 -0.236
H -1.804 -0.443 2.732
*
```

=====

Molecular formula: C2H3I2NO2
Method: DFT, ωB97M-V/def2-TZVPD

The energy above the lowest of the compared OMol25 structures with the same formula, charge and spin is 63.39 kcal/mol.

Geometry as ORCA input:
```
! RIJCOSX wB97M-V def2-TZVPD def2/J DEFGRID3
* xyz 0 1
C -0.766 -0.702 -0.399
C 0.269 -0.059 0.466
N 0.417 1.386 0.145
O 0.812 2.069 1.047
O 0.186 1.786 -1.012
I -0.871 -2.807 0.048
I 2.250 -0.569 -0.025
H -0.551 -0.411 -1.512
H -1.865 -0.462 -0.334
H 0.119 -0.232 1.576
*
```

=====

Molecular formula: C2H3I3O
Method: DFT, ωB97M-V/def2-TZVPD

The energy above the lowest of the compared OMol25 structures with the same formula, charge and spin is 47.61 kcal/mol.

Geometry as ORCA input:
```
! RIJCOSX wB97M-V def2-TZVPD def2/J DEFGRID3
* xyz 0 1
C -0.548 0.480 -0.238
C 0.495 -0.441 -0.697
O -0.579 0.516 1.804
I -2.522 -0.097 -0.524
I 0.359 -2.392 0.209
I 2.461 0.439 -0.473
H -0.391 1.543 -0.354
H 0.375 -0.606 -1.770
H 0.351 0.559 2.044
*
```

=====

Molecular formula: C2H3I3Si
Method: DFT, ωB97M-V/def2-TZVPD

The energy above the lowest of the compared OMol25 structures with the same formula, charge and spin is 0.00 kcal/mol. The expectation value of S² is 2.005.

Geometry as ORCA input:
```
! RIJCOSX wB97M-V def2-TZVPD def2/J DEFGRID3
* xyz 0 3
C 1.663 0.243 0.042
C 0.535 -0.421 -0.146
Si -1.135 0.441 -0.068
I -1.930 0.922 2.210
I -1.315 2.435 -1.502
I -2.671 -3.190 -0.449
H 2.619 -0.251 0.015
H 1.689 1.304 0.234
H 0.544 -1.484 -0.336
*
```

=====

Molecular formula: C2H3IN2
Method: DFT, ωB97M-V/def2-TZVPD

The energy above the lowest of the compared OMol25 structures with the same formula, charge and spin is 2.11 kcal/mol. The SMILES is N#CNCI.

Geometry as ORCA input:
```
! RIJCOSX wB97M-V def2-TZVPD def2/J DEFGRID3
* xyz 0 1
C -1.756 0.966 0.316
C 0.167 -0.052 -0.725
N -2.894 0.954 0.330
N -0.445 0.770 0.633
I -0.309 0.870 -2.622
H 1.200 -0.021 -0.558
H -0.322 -0.995 -0.557
H 0.085 1.584 0.872
*
```

=====

Molecular formula: C2H3IN2O
Method: DFT, ωB97M-V/def2-TZVPD

The energy above the lowest of the compared OMol25 structures with the same formula, charge and spin is 7.01 kcal/mol. The SMILES is [H]/N=C(\I)C(N)=O.

Geometry as ORCA input:
```
! RIJCOSX wB97M-V def2-TZVPD def2/J DEFGRID3
* xyz 0 1
C -1.246 -0.804 -0.313
C -0.227 -0.124 -1.215
N -2.193 -0.197 0.124
N 1.083 -0.505 -0.865
O -0.587 0.552 -2.112
I -0.881 -2.986 0.127
H -2.613 -0.646 0.893
H 1.329 -0.826 0.050
H 1.709 0.078 -1.464
*
```

=====

Molecular formula: C2H3IN4
Method: DFT, ωB97M-V/def2-TZVPD

The energy above the lowest of the compared OMol25 structures with the same formula, charge and spin is 99.65 kcal/mol.

Geometry as ORCA input:
```
! RIJCOSX wB97M-V def2-TZVPD def2/J DEFGRID3
* xyz 0 1
C -0.592 2.690 -0.657
C -1.206 1.175 1.131
N 0.412 3.544 -0.785
N 1.303 3.251 0.098
N 0.870 2.321 0.877
N -0.324 1.893 0.426
I -2.602 0.141 -0.112
H -1.550 2.737 -1.238
H 0.268 0.302 2.346
H 1.016 0.577 2.736
*
```

=====

Molecular formula: C2H3INOS
Method: DFT, ωB97M-V/def2-TZVPD

The energy above the lowest of the compared OMol25 structures with the same formula, charge and spin is 0.00 kcal/mol.

Geometry as ORCA input:
```
! RIJCOSX wB97M-V def2-TZVPD def2/J DEFGRID3
* xyz 1 1
C 1.551 -0.611 0.239
C 1.620 -1.915 0.238
N 0.199 -0.004 0.056
O 1.773 -4.123 -0.908
S 1.699 -3.510 0.407
I 3.041 0.932 0.012
H -0.183 0.019 -0.897
H 0.063 0.929 0.297
H -0.512 -0.550 0.501
*
```